{
  "formula": "C87H192N8O13",
  "method": "wB97M-V/def2-TZVPD",
  "multiplicity": 1,
  "e_above_lowest_ev": 0.000,
  "total_charge": 0,
  "symbols": ["O", "O", "O", "O", "O", "O", "O", "O", "O", "O", "O", "O", "O", "N", "N", "N", "N", "N", "N", "N", "N", "C", "C", "C", "C", "C", "C", "C", "C", "C", "C", "C", "C", "C", "C", "C", "C", "C", "C", "C", "C", "C", "C", "C", "C", "C", "C", "C", "C", "C", "C", "C", "C", "C", "C", "C", "C", "C", "C", "C", "C", "C", "C", "C", "C", "C", "C", "C", "C", "C", "C", "C", "C", "C", "C", "C", "C", "C", "C", "C", "C", "C", "C", "C", "C", "C", "C", "C", "C", "C", "C", "C", "C", "C", "C", "C", "C", "C", "C", "C", "C", "C", "C", "C", "C", "C", "C", "C", "H", "H", "H", "H", "H", "H", "H", "H", "H", "H", "H", "H", "H", "H", "H", "H", "H", "H", "H", "H", "H", "H", "H", "H", "H", "H", "H", "H", "H", "H", "H", "H", "H", "H", "H", "H", "H", "H", "H", "H", "H", "H", "H", "H", "H", "H", "H", "H", "H", "H", "H", "H", "H", "H", "H", "H", "H", "H", "H", "H", "H", "H", "H", "H", "H", "H", "H", "H", "H", "H", "H", "H", "H", "H", "H", "H", "H", "H", "H", "H", "H", "H", "H", "H", "H", "H", "H", "H", "H", "H", "H", "H", "H", "H", "H", "H", "H", "H", "H", "H", "H", "H", "H", "H", "H", "H", "H", "H", "H", "H", "H", "H", "H", "H", "H", "H", "H", "H", "H", "H", "H", "H", "H", "H", "H", "H", "H", "H", "H", "H", "H", "H", "H", "H", "H", "H", "H", "H", "H", "H", "H", "H", "H", "H", "H", "H", "H", "H", "H", "H", "H", "H", "H", "H", "H", "H", "H", "H", "H", "H", "H", "H", "H", "H", "H", "H", "H", "H", "H", "H", "H", "H", "H", "H", "H", "H", "H", "H", "H", "H", "H", "H", "H", "H", "H", "H", "H", "H", "H", "H", "H", "H"],
  "xyz": [[-0.131, 0.551, 8.060], [5.846, -1.139, 1.684], [-0.732, 2.114, -1.189], [6.103, 0.473, -5.368], [-6.185, 0.451, -4.171], [4.705, 4.723, -5.841], [1.451, -5.614, -5.126], [0.495, -6.589, 0.752], [4.121, 4.419, 4.553], [-2.019, -5.602, -2.261], [-4.735, 7.400, 3.788], [-6.128, -0.774, 4.305], [6.601, 1.509, -2.764], [-4.416, 6.018, 3.787], [2.321, -5.521, -4.028], [0.182, 1.192, -0.525], [-5.941, -1.430, 3.089], [5.391, 0.894, -6.505], [0.248, -0.219, 6.930], [3.124, 3.978, 3.682], [-6.188, 1.033, -2.867], [-3.624, 4.175, 4.981], [1.080, -5.737, 1.741], [-1.983, -1.359, 6.830], [-5.429, 5.789, 1.600], [1.708, 3.714, 1.257], [3.249, -4.307, -2.203], [-5.748, -1.208, -1.928], [0.915, -7.384, -2.778], [3.081, 4.818, -7.498], [-8.073, -0.368, -2.079], [4.509, -2.340, 3.397], [-2.120, 6.438, 4.712], [-4.192, -2.851, 4.224], [2.217, 5.085, 3.333], [7.226, 2.299, -7.130], [-3.600, -0.742, 3.305], [-5.040, 2.952, -3.724], [-6.572, 0.682, -0.418], [-4.172, 6.339, 6.129], [5.674, 1.562, -8.863], [1.840, 1.801, -2.160], [2.079, -4.315, -3.279], [-3.226, 3.570, 3.676], [3.295, -6.784, -2.145], [-7.048, -2.367, 2.868], [-3.107, -4.751, -1.858], [-1.052, 1.266, 1.641], [-5.395, -3.530, 1.412], [4.344, -0.121, -6.825], [-4.173, 5.536, 2.438], [0.532, -0.568, 1.012], [2.621, 2.631, 1.742], [1.301, -6.372, 3.129], [1.228, 1.794, 6.061], [4.875, 4.016, 1.863], [-5.214, 1.407, -0.218], [3.339, 0.007, -5.735], [-0.474, -1.492, 6.863], [-4.851, 2.358, -1.319], [0.199, -0.004, -2.750], [7.394, -0.023, -7.783], [0.230, -1.469, 4.382], [4.611, 0.632, -9.278], [-3.016, 6.177, 1.704], [-1.017, 1.229, 5.222], [-4.512, -1.946, 3.103], [4.611, -1.831, 1.936], [2.273, -3.129, -4.180], [3.813, 3.141, 2.621], [1.979, -0.405, -0.915], [3.574, 3.935, -6.320], [-0.568, 0.320, 0.450], [-1.759, -0.415, -0.140], [-2.403, -3.422, -1.466], [4.596, -2.953, 0.924], [0.036, -2.271, 5.632], [6.263, -0.629, -1.781], [-4.913, 1.753, -2.793], [-0.107, -2.331, 8.077], [3.685, 0.436, -8.110], [-8.232, -1.413, 2.825], [5.642, 0.793, -2.039], [2.714, -7.863, -4.322], [1.275, -1.385, 0.034], [-3.519, 5.744, 4.853], [0.371, 0.613, 5.726], [0.975, -0.200, 4.629], [4.566, 2.022, 3.338], [-7.361, -3.370, 3.935], [0.259, -4.484, 1.640], [3.266, -5.502, -1.304], [2.922, 6.362, 2.760], [4.823, -1.594, -6.937], [2.492, 3.810, -5.279], [2.322, -6.850, -3.268], [1.006, 0.628, -1.590], [-4.359, -2.538, 1.697], [-6.828, -3.008, 1.507], [-4.133, -4.536, -2.946], [-6.570, 0.068, -1.841], [6.389, 1.141, -7.586], [-3.716, 0.951, -3.258], [0.684, -4.215, -2.607], [1.592, 5.547, 4.624], [-4.045, 4.009, 2.548], [1.105, 4.489, 2.445], [5.361, 1.499, -0.759], [-0.272, 1.846, 2.057], [-0.368, -1.664, 8.903], [0.957, 0.395, 3.722], [4.679, 0.650, -2.591], [-3.633, -4.105, -3.808], [3.152, -3.335, -1.669], [2.265, 4.336, 0.564], [4.317, -6.751, -2.553], [3.707, -7.699, -4.806], [4.910, -0.320, -9.611], [3.811, 4.787, -8.315], [-5.256, -4.410, 2.053], [-4.871, -3.818, -2.536], [3.673, -3.516, 1.016], [3.828, 1.566, 3.991], [7.940, -0.307, -6.899], [-2.488, -2.332, 6.672], [-5.071, 3.631, 2.647], [2.028, -0.354, 4.820], [1.546, -3.195, -5.008], [0.833, -3.646, 2.087], [-2.385, -6.457, -2.380], [2.097, -5.419, 1.468], [-0.819, 2.182, 4.622], [-0.486, 0.707, -3.162], [0.630, -2.142, -0.526], [2.743, 0.173, -0.336], [-8.725, 0.369, -2.488], [1.166, 0.192, 1.374], [-7.412, 1.397, -0.326], [-1.450, -1.244, -0.760], [-6.324, 5.431, 2.110], [3.780, 4.146, 5.394], [5.090, 2.544, -0.871], [-0.696, -3.219, 8.133], [2.942, 5.840, -7.140], [1.133, -8.416, -2.592], [5.898, -0.600, 2.463], [-1.502, 6.153, 5.566], [0.323, -6.684, 3.503], [-4.896, 2.560, -4.731], [-2.198, 3.905, 3.508], [3.261, -3.086, -4.648], [-4.460, -2.384, 5.188], [-7.547, -3.854, 1.420], [5.540, 3.299, 1.353], [-3.244, -2.784, -1.162], [-3.257, 2.456, 3.772], [-6.735, -0.193, 0.209], [2.002, -2.041, 0.552], [-5.234, -3.885, 0.390], [0.619, -5.034, -1.876], [5.526, 2.273, 3.824], [-8.102, -1.179, -2.858], [0.730, 0.618, 8.507], [0.671, 6.104, 4.357], [2.785, -8.813, -3.830], [-0.646, -4.468, 2.204], [-1.806, 1.906, 1.179], [-4.368, -1.733, 0.945], [0.530, -5.713, -4.801], [-6.983, -2.289, 0.659], [6.995, -0.879, -8.290], [2.089, 1.476, 6.639], [-8.625, -1.150, 3.804], [1.243, 2.362, -2.855], [-1.583, 6.127, 3.781], [-3.600, -5.097, -0.938], [6.311, 1.391, -0.219], [-7.329, -2.896, 4.920], [-2.896, 3.868, 5.758], [6.506, 1.300, -3.695], [2.540, -0.928, -1.740], [1.349, 4.780, 5.303], [5.504, -3.563, 0.826], [1.904, -7.285, 3.056], [-1.010, 2.812, -0.545], [5.434, -1.781, -7.793], [4.627, 0.974, -0.127], [8.187, 0.355, -8.461], [-0.094, -4.251, -3.360], [5.671, -1.288, -1.195], [-2.367, -0.659, 6.116], [5.317, -3.028, 3.746], [2.068, -2.237, -3.611], [-5.168, 2.023, 0.697], [0.540, 5.345, 2.110], [-2.300, -0.917, 7.832], [5.130, 4.250, -5.122], [0.731, -2.089, 3.640], [-4.218, 7.439, 5.999], [-3.119, -3.005, 4.249], [3.093, 2.114, 0.915], [0.088, -4.248, 0.623], [7.279, -0.551, -1.373], [-1.949, -2.973, -2.335], [-3.687, 3.679, 1.567], [8.114, 2.485, -7.728], [-4.474, 0.648, -0.162], [-3.614, 6.061, 7.080], [-6.704, -4.239, 3.858], [1.558, 3.440, -5.685], [2.401, -0.530, -5.942], [-6.277, -2.080, -1.574], [6.635, 3.240, -7.113], [1.590, 2.366, 5.173], [-3.846, 0.044, 2.612], [0.545, 3.762, 3.047], [-5.379, 5.372, 0.575], [3.275, -7.747, -1.631], [1.789, -5.717, 3.864], [4.034, 1.139, -10.108], [3.125, 1.041, -5.435], [-4.714, -3.808, 4.180], [-5.216, 6.009, 6.327], [2.072, 2.462, -1.335], [-8.446, -0.832, -1.174], [3.251, 6.288, 1.693], [0.853, 3.362, 0.688], [-3.778, 2.653, -1.187], [-2.059, 5.825, 2.023], [-5.680, 7.469, 3.972], [-1.595, 0.676, 4.545], [-1.564, 0.666, 2.389], [-7.911, -0.496, 2.352], [-6.265, 0.164, 4.089], [2.935, -0.343, -8.357], [-2.417, -0.732, 0.679], [2.288, 6.187, 5.156], [-5.503, 6.856, 1.464], [2.231, 7.246, 2.854], [-2.971, 7.255, 1.929], [4.399, -1.507, 4.091], [2.111, 1.891, 2.382], [4.181, -4.197, -2.787], [4.509, 4.762, 1.178], [-1.695, 1.579, 6.012], [2.119, 4.473, -7.832], [2.665, 1.420, -2.666], [-0.693, -3.072, 5.447], [6.285, -1.085, -2.779], [0.635, -3.300, -2.035], [7.561, 2.193, -6.058], [3.900, 2.987, -6.698], [6.399, 1.760, -9.627], [-2.380, 0.256, -0.743], [-0.774, -1.276, 3.995], [-2.808, 1.547, -3.086], [5.360, -1.920, -6.053], [1.923, -7.901, -5.047], [4.534, -2.464, -0.027], [-3.813, 0.700, -4.304], [-3.578, 0.011, -2.732], [-5.604, -1.430, -3.017], [4.804, 1.276, 2.536], [-3.374, -2.954, 1.664], [0.820, -7.502, 0.866], [3.221, 1.344, -7.845], [3.714, -0.547, -4.888], [4.017, -2.355, -6.988], [0.940, -2.532, 8.279], [-1.736, -3.550, -0.626], [-5.987, 3.471, -3.695], [5.527, 4.536, 2.577], [2.272, 4.724, -4.763], [3.761, -1.128, 1.769], [-4.700, -5.413, -3.232], [-2.974, 6.054, 0.624], [0.491, -6.982, -1.866], [-8.389, -3.730, 3.840], [-2.197, 7.506, 4.777], [3.635, -3.037, 3.418], [-4.807, -1.096, -1.400], [2.797, 3.139, -4.474], [0.860, -0.285, -3.558], [1.010, -2.733, 5.790], [-9.036, -1.860, 2.218], [3.824, 6.614, 3.249], [6.760, -0.225, -5.543], [-3.849, -0.345, 4.289], [0.153, -1.090, 1.855], [0.685, 2.463, 6.706], [-2.536, -0.993, 3.222], [-4.241, 3.705, -3.531], [-0.375, -0.877, -2.532], [-4.640, 3.977, 5.353], [-7.125, 0.487, -4.422], [-5.501, 3.258, -1.249], [2.435, -5.396, -0.616], [4.206, -5.575, -0.659], [5.215, 2.534, -8.585], [0.165, -7.363, -3.558]],
  "forces_ev_per_a": [[0.321, -0.087, 0.048], [-0.749, -0.292, 0.241], [-0.422, 0.208, 0.565], [0.003, 0.147, 1.376], [-1.092, -0.495, -0.024], [-0.429, -0.781, -0.034], [-0.745, -0.027, -0.251], [0.520, -0.991, 0.611], [0.666, 0.760, 0.092], [-0.392, 0.860, 0.291], [0.303, 0.639, -0.662], [-0.554, 0.789, 1.119], [0.038, 0.915, -0.004], [-1.790, 0.567, -0.624], [0.004, -1.455, 0.480], [-1.094, 0.905, 0.845], [2.176, -0.324, -0.283], [0.694, -1.067, -0.901], [0.899, -0.498, -0.484], [-0.163, -1.420, -0.847], [-0.235, 0.921, -0.034], [1.215, 1.637, 1.042], [0.911, 0.257, 0.099], [-0.923, 0.287, 1.832], [-0.017, 0.343, -0.294], [-0.760, 0.729, 0.422], [-0.331, 1.638, -1.224], [0.233, -0.140, -1.063], [0.873, 0.524, -0.006], [0.474, -0.576, 0.558], [1.520, -1.590, -1.312], [-0.275, -1.158, -0.554], [0.254, -1.933, -0.164], [-0.316, -1.104, 1.328], [0.765, 0.025, -0.141], [0.206, 1.841, 1.899], [-0.517, 0.212, 0.023], [1.087, 0.359, -0.676], [0.888, 1.042, -1.351], [0.150, 0.244, 1.082], [0.390, 0.824, 1.173], [-1.941, -0.245, 1.100], [0.857, 0.085, 1.604], [0.957, -1.773, 0.665], [1.310, 0.372, 0.045], [-0.786, 1.517, -0.301], [1.435, 0.850, 0.498], [-0.962, -1.440, -2.342], [-0.900, -1.748, -0.970], [0.261, 0.664, -0.902], [-0.653, -0.733, -0.821], [-1.316, 0.443, -0.095], [1.500, -0.746, 0.885], [-1.050, -0.313, -0.353], [0.902, 0.747, -0.156], [0.453, -1.334, 0.411], [-1.078, 0.088, 0.867], [-1.066, -0.766, 1.100], [0.894, -0.752, -0.802], [0.795, -0.094, -1.412], [0.696, 0.250, 0.068], [0.352, 0.844, -1.528], [-0.910, -0.428, -0.413], [-2.033, 1.312, -0.724], [0.853, 1.145, 0.119], [1.211, 2.342, 0.184], [-1.172, 1.355, -1.346], [0.782, -0.717, 0.496], [-0.393, -0.056, -1.027], [-0.434, 2.802, 0.200], [0.461, 0.064, -0.799], [-0.150, 2.778, -0.687], [0.317, 1.057, -0.026], [-0.397, 0.539, 0.341], [-2.224, -0.667, -0.181], [-0.458, 0.393, -0.363], [0.121, -0.316, 0.000], [-0.251, 1.005, -1.367], [-1.160, 1.265, 1.573], [-0.086, 1.684, 1.161], [-0.109, -2.567, 0.021], [-0.993, -0.209, -0.764], [-0.439, -1.989, -0.043], [1.253, -0.120, -0.025], [0.275, -1.490, -1.397], [-0.149, -0.232, 1.723], [-2.461, 0.868, 0.073], [0.200, 0.186, -0.666], [-0.287, -0.906, -1.454], [0.144, -0.811, 0.631], [1.247, 1.076, 1.748], [0.956, -0.791, 1.220], [-1.416, 0.028, -1.852], [-0.803, -0.165, 0.192], [0.318, -0.830, 0.710], [-1.610, 1.038, -1.410], [0.236, -0.632, -0.047], [0.725, 1.553, 0.874], [0.162, -0.177, -0.353], [-0.312, 0.756, 0.592], [-1.825, -0.768, -0.064], [0.924, -0.496, 0.431], [0.792, -0.049, 0.798], [1.471, -0.824, 0.273], [-0.391, 1.493, -0.349], [-1.297, 0.677, -1.235], [1.977, 0.011, -0.332], [0.658, -0.342, 1.131], [0.915, 0.532, 0.420], [-0.337, -0.434, 0.402], [-0.038, 0.316, -0.250], [0.705, 0.156, -0.042], [-0.131, 0.074, -0.242], [-0.002, -0.659, 0.061], [0.083, 0.506, 0.004], [-0.207, -0.156, -0.356], [-0.838, 0.308, 0.315], [0.837, -1.156, -0.684], [-0.238, 0.166, 0.139], [-0.117, 0.072, -0.029], [0.304, -0.199, -0.441], [0.076, -0.528, 0.064], [0.249, -0.279, 0.537], [0.050, -0.207, 0.449], [0.316, 0.472, 0.239], [0.137, -0.091, 0.063], [0.413, -0.366, 0.332], [0.206, 0.211, 0.304], [-0.090, -0.269, -0.316], [-0.330, -1.403, -0.258], [0.011, -0.306, -0.606], [0.147, -1.059, 0.748], [-0.429, 0.610, -0.144], [0.524, 1.184, 0.632], [-0.609, -0.427, -0.359], [-0.419, 1.064, 0.251], [1.404, 0.618, 0.844], [0.301, -0.379, -0.001], [-0.060, -0.214, 0.050], [-0.004, -0.068, -0.029], [-0.016, -0.196, 0.870], [-0.025, 0.077, -0.117], [-0.372, -0.708, 0.033], [0.202, -0.037, -0.044], [-0.180, -0.799, 0.213], [0.740, 0.873, 0.458], [0.048, -0.160, -0.037], [0.021, 0.041, 0.328], [-0.065, 0.375, -0.185], [0.270, -0.435, -0.055], [0.002, -0.056, 0.269], [0.027, -0.122, -0.430], [0.377, 0.583, -0.204], [-0.249, 0.449, -0.193], [0.409, 0.267, 0.139], [0.334, 0.699, -0.257], [0.140, 0.352, 0.566], [-0.126, 0.451, -0.251], [-0.078, -0.233, -0.045], [-0.543, 0.324, -0.391], [-0.786, 0.234, -0.090], [0.138, 0.492, 0.621], [-0.633, 0.132, 0.074], [0.518, -0.087, 0.444], [0.013, -0.781, 0.166], [-1.020, -0.466, 0.253], [-0.122, 0.288, 0.341], [-0.159, 0.002, 0.309], [0.494, 0.080, 0.019], [-0.100, -0.481, 0.866], [-0.193, -0.459, 0.001], [0.436, -0.171, -0.011], [0.017, -0.179, 0.115], [-0.335, 0.300, -0.373], [-0.426, 0.415, 0.973], [0.152, -0.419, -0.158], [-0.144, 0.589, 0.304], [0.363, -0.185, -0.033], [-0.393, -0.016, -0.202], [-0.107, -0.153, -0.433], [-0.501, 0.416, 0.724], [-0.526, -1.311, 0.574], [-0.298, 0.043, 0.773], [0.046, 0.183, -0.160], [0.803, -0.979, -0.497], [0.338, -0.052, -0.485], [0.133, 0.133, -0.427], [-0.381, -0.109, 0.301], [-0.308, -0.057, 0.155], [-0.555, -0.306, 0.799], [-0.003, 0.220, -0.685], [-0.062, 0.850, -0.571], [0.089, 0.506, 0.087], [-0.176, -0.660, 0.031], [-0.722, 0.016, -0.123], [0.191, -0.736, -1.091], [0.099, -0.169, 0.162], [0.059, 0.010, -0.083], [0.208, -0.658, 0.496], [0.245, -0.307, 0.012], [-0.180, -0.321, -0.322], [-0.272, 0.180, -1.050], [-0.328, 0.073, -0.086], [0.445, 0.132, -0.223], [0.144, -0.260, 0.152], [-0.018, -0.175, -0.221], [0.895, -0.689, 0.331], [-0.331, 0.432, -1.260], [-0.067, 0.000, 0.401], [-0.141, -0.235, -0.228], [0.140, 0.337, -0.368], [-0.243, -0.192, 0.590], [0.213, -0.493, -0.139], [-0.359, -0.533, 0.442], [-0.008, 0.357, -0.601], [-0.270, 0.387, 0.013], [0.172, -0.139, 0.640], [-0.252, 0.234, 0.545], [-0.219, 0.047, -0.426], [0.490, -0.790, 0.632], [0.113, -0.244, -0.238], [0.256, -0.043, -0.014], [0.549, -0.057, -0.533], [0.520, 0.076, 0.107], [-0.270, 0.158, 0.199], [-0.713, -0.055, 0.657], [0.168, -0.597, -0.246], [-0.834, 0.108, 0.006], [0.662, -0.565, 0.339], [0.095, -0.306, -0.009], [-0.620, -1.334, -0.720], [0.172, 0.044, 0.054], [-0.077, 0.330, -0.337], [0.041, -0.473, -0.049], [-0.028, 0.688, -0.010], [0.249, -0.347, -0.157], [-0.047, 0.395, 0.071], [-0.309, 0.479, -0.080], [0.583, -0.850, -0.180], [-0.275, -0.232, -0.230], [-0.146, -0.138, 0.155], [-0.081, 0.168, -0.305], [-0.238, -0.291, 0.184], [-0.334, -0.041, -0.367], [0.429, -0.312, 0.204], [-0.416, -0.272, -0.410], [1.694, -0.501, -0.754], [0.255, -0.010, 0.061], [0.412, -0.106, 0.092], [-0.156, 0.380, -0.145], [-0.181, -0.156, -1.127], [0.293, -0.627, 0.045], [0.511, 0.107, -0.463], [0.292, 0.025, -0.071], [0.168, 0.345, -0.291], [-0.145, -0.140, -0.210], [0.359, 0.242, 0.263], [-0.062, -0.177, -0.553], [-0.180, 0.233, -0.797], [0.023, 0.087, -0.289], [-0.014, -0.048, 0.208], [0.302, 0.273, 0.916], [-0.115, 0.396, 0.593], [0.804, -0.584, -0.266], [-0.115, 0.587, -0.081], [-0.806, 1.068, 0.238], [0.237, 0.134, 0.738], [-0.107, 0.840, -0.079], [0.305, -0.169, -0.759], [0.302, -0.074, 0.014], [-0.354, -0.095, 0.319], [-0.352, -0.143, 0.071], [0.017, 0.878, -0.083], [0.316, -0.453, -0.033], [0.125, -0.398, -0.051], [-0.643, -0.113, -0.145], [0.151, 0.340, 0.076], [0.035, 0.000, -0.271], [-0.320, 0.558, -0.331], [0.148, 0.888, 0.259], [0.260, -0.258, -0.078], [0.028, -0.220, -0.091], [0.425, -0.019, -0.220], [0.030, -0.146, 0.736], [0.066, 0.182, 0.270], [0.854, 0.022, 1.089], [-0.482, 0.122, -0.479], [0.504, 0.027, 0.140], [-0.412, -0.754, 0.645], [-0.271, 0.448, 0.155], [-0.384, -0.085, 0.054], [-0.371, -0.569, -0.076], [-0.296, -0.730, 0.580], [0.273, -0.176, -0.409], [0.534, 0.064, -0.045], [0.437, -0.474, -0.316], [-0.317, -0.445, 0.126], [-1.156, 0.528, -0.691], [0.085, -0.370, -0.408], [-0.170, 0.132, -0.257]],
  "lowdin_charge": [-0.019, -0.049, -0.054, -0.076, -0.036, -0.063, -0.041, -0.053, -0.023, -0.050, -0.029, -0.041, -0.040, -0.111, -0.085, -0.061, -0.086, -0.049, -0.090, -0.117, -0.090, -0.114, -0.490, -0.024, -0.035, -0.173, -0.122, -0.053, -0.018, -0.049, -0.026, -0.042, -0.012, -0.032, -0.505, -0.044, -0.046, -0.049, -0.097, -0.052, -0.143, -0.006, -0.510, -0.215, -0.139, -0.554, -0.453, 0.015, -0.188, -0.492, -0.517, -0.153, -0.122, -0.038, -0.048, -0.015, -0.181, -0.044, -0.517, -0.115, -0.001, -0.017, -0.194, -0.183, -0.030, -0.014, -0.489, -0.472, -0.041, -0.446, -0.093, -0.456, -0.425, -0.005, -0.053, -0.065, -0.125, -0.021, -0.504, -0.037, -0.129, -0.041, -0.500, -0.051, -0.169, -0.498, -0.483, -0.136, -0.023, -0.035, -0.039, -0.181, -0.021, -0.008, -0.061, -0.480, -0.458, -0.152, -0.108, -0.044, -0.500, -0.507, -0.028, -0.011, -0.044, -0.156, -0.105, -0.072, 0.046, 0.076, 0.096, 0.121, 0.088, 0.101, 0.112, 0.126, 0.108, 0.096, 0.075, 0.119, 0.067, 0.058, 0.070, 0.078, 0.087, 0.121, 0.120, 0.097, 0.070, 0.070, 0.105, 0.088, 0.065, 0.102, 0.100, 0.068, 0.084, 0.130, 0.042, 0.089, 0.092, 0.081, 0.079, 0.083, 0.069, 0.052, 0.080, 0.079, 0.075, 0.106, 0.081, 0.097, 0.137, 0.069, 0.058, 0.116, 0.084, 0.092, 0.100, 0.064, 0.100, 0.091, 0.115, 0.079, 0.072, 0.075, 0.077, 0.107, 0.096, 0.108, 0.059, 0.089, 0.084, 0.070, 0.054, 0.128, 0.092, 0.095, 0.119, 0.041, 0.119, 0.059, 0.106, 0.077, 0.099, 0.047, 0.054, 0.100, 0.080, 0.028, 0.043, 0.093, 0.051, 0.098, 0.112, 0.113, 0.080, 0.089, 0.078, 0.081, 0.084, 0.048, 0.092, 0.072, 0.110, 0.086, 0.065, 0.104, 0.073, 0.085, 0.098, 0.066, 0.086, 0.080, 0.077, 0.107, 0.090, 0.125, 0.080, 0.140, 0.080, 0.074, 0.087, 0.080, 0.073, 0.075, 0.080, 0.119, 0.037, 0.112, 0.008, 0.047, 0.072, 0.120, 0.138, 0.069, 0.087, 0.073, 0.100, 0.101, 0.063, 0.102, 0.127, 0.056, 0.089, 0.065, 0.039, 0.120, 0.066, 0.051, 0.105, 0.078, 0.124, 0.068, 0.086, 0.085, 0.078, 0.073, 0.035, 0.082, 0.061, 0.103, 0.076, 0.113, 0.102, 0.094, 0.064, 0.098, 0.087, 0.066, 0.082, 0.086, 0.081, 0.128, 0.076, 0.089, 0.053, 0.092, 0.077, 0.075, 0.054, 0.052, 0.069, 0.119, 0.096, 0.059, 0.092, 0.079, 0.090, 0.077, 0.065, 0.099, 0.054, 0.125, 0.112, 0.122, 0.074, 0.132, 0.122, 0.075]
}